# 1
{"formula": "C12H20I2N2O5PS", "method": "ωB97M-V with the def2-TZVPD basis set", "symbols": ["O", "C", "I", "C", "C", "C", "C", "P", "O", "I", "C", "O", "S", "O", "O", "H", "H", "H", "H", "H", "H", "H", "H", "H", "C", "C", "N", "C", "C", "N", "C", "C", "H", "H", "H", "H", "H", "H", "H", "H", "H", "H", "H"], "coordinates": [[-6.186087, -0.927264, -2.876304], [-5.272092, -1.604240, -2.872977], [-5.402946, -3.751274, -2.602208], [-3.860796, -1.073611, -3.091339], [-2.933209, -1.253434, -1.892514], [-1.462814, -1.245177, -2.410476], [-0.780648, -2.503137, -1.842333], [0.772918, -2.790678, -2.790658], [1.372425, -4.207863, -2.239777], [2.213929, -0.917567, -2.033908], [-0.629922, -2.352943, -0.295515], [-0.800439, -1.013934, 0.201386], [-2.339449, -0.498083, 0.512428], [-3.081558, -1.595739, 1.023055], [-3.056997, -0.183580, -0.951443], [-3.860546, -0.030832, -3.397876], [-3.442322, -1.642316, -3.918509], [-3.148193, -2.222932, -1.444590], [-0.943404, -0.333179, -2.138043], [-1.415969, -1.318688, -3.495752], [-1.452747, -3.335097, -2.051847], [1.899928, -4.597896, -2.951642], [-1.249230, -3.091954, 0.207479], [0.392248, -2.629544, -0.050349], [2.743670, 2.559419, 5.140375], [3.543208, 2.468193, 3.853330], [2.692947, 2.236815, 2.676425], [1.759555, 1.236030, 2.526275], [1.244540, 1.358350, 1.279183], [1.887690, 2.419328, 0.684967], [2.752810, 2.938951, 1.550662], [1.681830, 2.903440, -0.682705], [2.233875, 1.621789, 5.362282], [3.407111, 2.782606, 5.973427], [1.989677, 3.344554, 5.077175], [4.269551, 1.656683, 3.903711], [4.092398, 3.394203, 3.690254], [1.569302, 0.548049, 3.329696], [0.498621, 0.806453, 0.732269], [3.400804, 3.778800, 1.365036], [2.616817, 2.822370, -1.232446], [1.360508, 3.942239, -0.652084], [0.923006, 2.302691, -1.174123]], "forces_ev_per_angstrom": [[-3.904, 2.121, 0.088], [3.574, -1.111, -0.095], [0.063, -0.163, 0.036], [0.239, -0.422, 0.333], [0.953, 0.162, -1.426], [-0.138, -1.018, -0.196], [0.554, 1.020, 1.212], [-0.421, -0.211, -1.683], [-0.183, 0.522, 0.522], [0.033, -0.076, 0.437], [0.790, -1.067, -0.612], [-0.858, -0.286, -0.608], [-0.285, 1.828, -0.188], [-0.346, -1.457, 0.630], [0.683, -0.278, 0.480], [-0.401, 0.153, 0.073], [0.017, -0.190, -0.002], [-0.122, 0.098, 0.370], [-0.020, 0.055, 0.162], [-0.185, 0.128, -0.113], [0.234, -0.316, -0.148], [-0.012, -0.037, 0.185], [-0.391, 0.411, 0.263], [0.099, 0.215, 0.314], [-0.257, -0.052, -0.101], [0.157, -0.043, 0.353], [0.159, 0.189, -0.083], [0.088, 0.092, 0.198], [0.035, 0.081, -0.277], [-0.048, 0.095, -0.051], [-0.100, -0.207, 0.014], [0.086, 0.163, 0.014], [0.041, 0.001, 0.037], [0.037, -0.009, -0.038], [0.047, 0.027, 0.018], [-0.014, 0.005, -0.043], [-0.039, -0.022, -0.162], [-0.146, -0.080, -0.109], [0.045, -0.191, 0.155], [-0.004, -0.008, 0.018], [-0.045, -0.025, -0.047], [-0.027, -0.022, -0.029], [0.014, -0.075, 0.099]], "mulliken_charge": [-0.3438, -0.0003, -0.0135, -0.7247, 0.3123, -1.1209, -0.0108, 0.0125, -0.4407, -0.0771, -0.7487, -0.2785, 0.5365, -0.5067, -0.4511, 0.3756, 0.4546, 0.3782, 0.2437, 0.6328, 0.6216, 0.3656, 0.2824, 0.4832, -1.1651, -0.3216, 0.2379, -0.7316, -0.2817, 0.1766, -0.0511, -0.8317, 0.3477, 0.3757, 0.3357, 0.2879, 0.3052, 0.4558, 0.5386, 0.4015, 0.3576, 0.3566, 0.2238], "homo_energy_ha": -0.41369, "homo_lumo_gap_ev": 8.54, "fmax_ev_per_a": 4.44, "charge": 1, "spin_multiplicity": 1, "e_tot_ha": -2289.68323}


# 2
{"formula": "C12H20K3N3O7S", "method": "ωB97M-V with the def2-TZVPD basis set", "symbols": ["K", "K", "K", "C", "O", "H", "H", "H", "C", "N", "O", "O", "H", "H", "H", "C", "C", "O", "S", "O", "O", "O", "H", "H", "H", "H", "N", "C", "C", "C", "C", "H", "H", "H", "H", "H", "N", "C", "C", "C", "C", "H", "H", "H", "H", "H"], "coordinates": [[1.536832, 1.196419, -4.155377], [2.156118, 3.576948, 0.027644], [4.639456, 0.728871, -0.995225], [1.085736, 0.004091, -0.569928], [1.800487, 1.025888, -1.227258], [1.220092, 0.083680, 0.519703], [-0.003479, 0.067409, -0.712909], [1.395962, -0.997552, -0.887023], [0.389138, -3.660124, 2.783108], [1.379644, -3.087101, 1.832178], [2.172998, -2.274399, 2.256325], [1.350937, -3.474225, 0.686808], [0.927028, -4.423573, 3.353085], [-0.381424, -4.193616, 2.242811], [0.168687, -2.868556, 3.489366], [-4.431881, 1.020397, 1.129369], [-3.468653, 0.344511, 0.152497], [-4.127437, 0.314600, -1.105955], [-5.082628, 1.596990, -1.268916], [-6.296844, 1.200197, -1.912386], [-4.333131, 2.710021, -1.757768], [-5.306668, 1.822489, 0.335158], [-3.974036, 1.673222, 1.869653], [-5.001689, 0.253312, 1.657609], [-3.295174, -0.700937, 0.404338], [-2.514878, 0.864113, 0.009278], [-1.304052, 0.151800, -5.660399], [-0.989956, -1.078686, -5.141287], [-0.964079, -0.919059, -3.781250], [-1.495212, 0.371307, -3.451696], [-1.587038, 1.029932, -4.635779], [-1.289098, 0.319831, -6.651570], [-0.796195, -1.921021, -5.781957], [-0.728157, -1.675593, -3.046310], [-1.723116, 0.665442, -2.442870], [-1.842338, 2.055933, -4.853702], [3.226444, 0.223702, 4.208389], [3.212978, 0.720919, 2.941547], [4.426441, 1.346450, 2.703180], [5.134712, 1.267971, 3.920288], [4.424151, 0.519027, 4.809752], [2.460917, -0.303077, 4.586012], [2.344091, 0.545263, 2.326564], [4.703712, 1.895790, 1.820774], [6.098360, 1.699956, 4.148308], [4.682242, 0.281039, 5.825822]], "forces_ev_per_angstrom": [[-0.555, -0.363, 0.387], [-0.433, -0.383, 0.073], [-0.358, -0.497, 0.264], [0.100, 0.458, 0.150], [0.922, 0.811, -0.416], [0.050, -0.313, 0.028], [0.019, 0.044, -0.249], [-0.019, -0.083, 0.118], [0.965, -0.530, 0.542], [-0.226, -0.350, -0.357], [0.136, 0.360, 0.344], [-0.068, -0.068, -0.213], [0.145, 0.110, -0.097], [-0.341, 0.551, -0.057], [-0.639, -0.027, -0.175], [-0.198, -0.208, 0.082], [0.588, -0.155, -0.080], [-0.666, 0.285, -0.353], [-0.894, 0.008, 0.426], [1.234, 0.302, 0.742], [0.017, -0.404, 0.104], [-0.083, -0.181, -1.095], [0.246, -0.050, -0.135], [-0.227, 0.175, -0.114], [0.127, 0.137, 0.142], [-0.086, 0.052, 0.297], [0.178, -0.284, 0.059], [0.666, 0.742, 0.266], [-0.791, -0.784, 0.773], [1.344, -0.905, -0.042], [-0.488, 0.889, -0.899], [-0.350, 0.356, 0.041], [0.106, -0.034, 0.045], [-0.159, -0.127, -0.168], [-0.001, 0.465, -0.119], [-0.299, -0.111, -0.023], [0.210, 0.053, -0.226], [-0.015, -0.133, -0.257], [-1.132, -0.040, 0.405], [1.293, 0.029, 0.185], [-0.428, 0.494, -0.181], [0.104, -0.140, 0.189], [0.127, -0.013, -0.114], [0.135, 0.134, -0.170], [-0.024, -0.080, -0.149], [-0.234, -0.193, 0.029]], "mulliken_charge": [0.9797, 0.9735, 0.9974, 0.1682, -1.0106, -0.2170, -0.1750, 0.2914, -0.7901, 0.8654, -0.5067, -0.5150, 0.3211, 0.3242, 0.3010, -0.2299, -0.2408, -0.2879, 1.1152, -0.5162, -0.5444, -0.3302, 0.2593, 0.2718, 0.3642, 0.1513, 0.1042, -0.7338, -0.3273, 0.4071, -1.2780, 0.2029, 0.4319, 0.4261, 0.3007, 0.4510, 0.0396, 0.0923, -0.4774, -0.4924, -0.6500, 0.2092, 0.1791, 0.2893, 0.3974, 0.4081], "homo_energy_ha": -0.48262, "homo_lumo_gap_ev": 6.53, "fmax_ev_per_a": 1.62, "charge": 2, "spin_multiplicity": 1, "e_tot_ha": -3357.60440, "relative_energy_kcal_mol": 0.0}


# 3
{"formula": "C12H20N2S", "method": "ωB97M-V with the def2-TZVPD basis set", "symbols": ["C", "C", "S", "C", "N", "C", "C", "C", "C", "C", "C", "C", "N", "C", "C", "H", "H", "H", "H", "H", "H", "H", "H", "H", "H", "H", "H", "H", "H", "H", "H", "H", "H", "H", "H"], "coordinates": [[2.013757, -4.033453, -0.660276], [1.125681, -4.365590, 0.535129], [1.258532, -3.182131, 1.897516], [0.274899, -1.832409, 1.304188], [-0.350427, -1.938655, 0.139720], [-1.092826, -0.899975, -0.250758], [-1.196998, 0.258469, 0.507935], [-2.023589, 1.436313, 0.052520], [-1.235266, 2.517317, -0.726068], [-0.139176, 3.150112, 0.146832], [-0.687502, 1.974069, -2.053133], [-0.077207, 3.047185, -2.963277], [-0.564168, 0.361533, 1.679910], [0.169406, -0.665798, 2.088188], [0.873072, -0.547162, 3.415311], [3.050682, -3.976407, -0.331083], [1.899636, -4.807281, -1.457402], [1.742652, -3.066403, -1.098877], [1.387419, -5.327833, 0.995477], [0.081438, -4.419613, 0.234878], [-1.598992, -1.018214, -1.216955], [-2.489766, 1.914080, 0.948428], [-2.848216, 1.091953, -0.588959], [-1.952152, 3.296939, -0.943539], [0.630798, 2.422806, 0.349202], [0.323251, 4.002986, -0.349305], [-0.543888, 3.493310, 1.116477], [-1.497326, 1.480605, -2.586635], [0.049806, 1.216957, -1.828316], [0.818102, 3.488397, -2.497291], [0.203612, 2.613741, -3.922308], [-0.787192, 3.872718, -3.191423], [1.975747, -0.640604, 3.326887], [0.637173, 0.415353, 3.852473], [0.569025, -1.333317, 4.074536]], "forces_ev_per_angstrom": [[-0.154, -0.281, -0.313], [-0.107, -0.086, -0.132], [-0.058, 0.141, 0.003], [-0.093, -0.019, -0.320], [0.002, 0.092, 0.237], [0.114, -0.167, -0.185], [-0.438, 0.179, -0.314], [-0.325, 0.345, 0.320], [0.339, -0.132, 0.368], [-0.538, 0.137, 0.077], [-0.286, 0.718, 0.103], [-0.131, 0.353, 0.176], [0.173, -0.325, 0.035], [0.280, 0.052, 0.272], [0.640, 0.313, -0.656], [0.078, -0.095, -0.184], [0.180, 0.493, 0.611], [-0.019, -0.212, 0.157], [0.035, 0.237, -0.155], [-0.048, 0.025, 0.053], [0.120, 0.186, 0.424], [0.391, -0.392, -0.578], [0.200, -0.035, 0.139], [-0.349, 0.305, -0.223], [0.377, -0.255, 0.172], [-0.038, 0.022, -0.013], [0.150, -0.171, -0.429], [-0.158, -0.132, -0.088], [0.365, -0.322, -0.017], [-0.276, -0.113, -0.275], [0.142, -0.011, 0.000], [0.321, -0.496, 0.294], [-0.557, 0.078, -0.153], [-0.039, 0.098, 0.080], [-0.296, -0.529, 0.512]], "mulliken_charge": [-0.9726, -0.3886, -0.1593, 0.4692, -0.3937, -0.5721, 0.7529, -1.3663, 0.5560, -1.6135, -0.4708, -1.3610, -0.4236, 0.4331, -1.5604, 0.2897, 0.2993, 0.2627, 0.3917, 0.2947, 0.3855, 0.4264, 0.4247, 0.3837, 0.3140, 0.4580, 0.3773, 0.3606, 0.2603, 0.3204, 0.4054, 0.3012, 0.3455, 0.3573, 0.4124], "homo_energy_ha": -0.30439, "homo_lumo_gap_ev": 9.05, "smiles": "CCSc1ncc(C[C@@H](C)CC)nc1C", "fmax_ev_per_a": 0.97, "spin_multiplicity": 1, "e_tot_ha": -976.96286, "relative_energy_kcal_mol": 0.1}


# 4
{"formula": "C12H20N2S", "method": "ωB97M-V with the def2-TZVPD basis set", "symbols": ["C", "C", "C", "C", "C", "C", "N", "N", "C", "C", "C", "C", "C", "C", "S", "H", "H", "H", "H", "H", "H", "H", "H", "H", "H", "H", "H", "H", "H", "H", "H", "H", "H", "H", "H"], "coordinates": [[-0.912880, 2.179131, 3.102577], [-1.819493, 2.748037, 1.988218], [-1.425712, 2.070671, 0.652935], [-0.963481, 0.621810, 0.783364], [-1.593917, -0.050002, 2.046292], [-1.182631, 0.661656, 3.346511], [0.477603, 0.542281, 0.907005], [1.129777, -0.022042, -0.026924], [0.344086, -0.572693, -1.148984], [0.328650, -2.097800, -1.107794], [1.649256, -2.746492, -1.619244], [2.064296, -2.202878, -2.933499], [2.260526, -0.657324, -2.837728], [0.902964, -0.024998, -2.490352], [-1.373640, -0.160759, -0.791296], [-1.079968, 2.719306, 4.034014], [0.158715, 2.365841, 2.880658], [-2.871387, 2.574393, 2.229290], [-1.657195, 3.825665, 1.918500], [-0.617246, 2.684661, 0.217180], [-2.298235, 2.109925, -0.020248], [-1.279966, -1.075229, 2.087655], [-2.692615, -0.028688, 1.986198], [-0.242739, 0.241521, 3.744802], [-2.015585, 0.549294, 4.049628], [0.098637, -2.480231, -0.089382], [-0.491180, -2.447268, -1.782198], [1.501157, -3.852958, -1.668473], [2.464083, -2.516247, -0.920543], [3.020327, -2.684154, -3.249728], [1.302000, -2.411313, -3.653523], [2.568938, -0.232285, -3.793784], [3.011639, -0.372990, -2.089503], [0.207735, -0.297892, -3.321618], [1.027481, 1.040052, -2.430008]], "forces_ev_per_angstrom": [[-0.135, 0.058, 0.279], [0.985, -0.570, 0.307], [-0.390, 1.448, 0.496], [-1.007, -0.237, 0.061], [0.086, 0.670, -0.277], [0.610, 0.863, -0.430], [2.285, -1.272, -2.066], [-1.464, 1.223, 2.147], [-0.520, -0.187, 0.035], [0.982, -1.434, -0.539], [-0.581, -0.573, 1.332], [1.778, 1.048, -0.401], [-0.607, -0.594, -0.033], [-0.075, -1.034, 0.010], [-0.761, 0.185, -0.449], [-0.145, 0.028, 0.109], [-0.616, -0.272, -0.218], [0.038, -0.019, 0.019], [-0.183, -0.044, -0.085], [-0.282, -0.444, -0.133], [0.511, -0.047, 0.116], [0.029, -0.639, -0.124], [0.347, -0.016, -0.383], [-0.618, -0.077, 0.031], [0.388, -0.053, 0.132], [0.032, 0.451, -0.579], [0.498, 0.318, 0.509], [0.217, 0.756, 0.146], [-0.211, -0.308, 0.184], [-0.706, 0.284, 0.026], [-0.441, -0.140, -0.838], [0.145, -0.134, -0.040], [-0.109, -0.260, -0.094], [0.244, 0.411, 0.728], [-0.321, 0.611, 0.022]], "mulliken_charge": [-0.6972, -0.6400, -0.9836, 1.2720, -1.0895, -0.6204, -0.1654, -0.7333, 1.1280, -0.9254, -0.6612, -0.6171, -0.6796, -0.9795, -0.4230, 0.4326, 0.3098, 0.3239, 0.3937, 0.2999, 0.3276, 0.3571, 0.3396, 0.2593, 0.3935, 0.2900, 0.4043, 0.3369, 0.3143, 0.2894, 0.3290, 0.3555, 0.3358, 0.3180, 0.4052], "homo_energy_ha": -0.31177, "homo_lumo_gap_ev": 9.25, "smiles": "C1CC[C@]2(CC1)N=N[C@@]1(CCCCC1)S2", "fmax_ev_per_a": 3.33, "spin_multiplicity": 1, "e_tot_ha": -976.91564, "relative_energy_kcal_mol": 29.7}